1.
The following is a DFT calculation (ωB97M-V/def2-TZVPD) of a single C5H10O2 molecule.

Positions of all 17 atoms, in Å:
1 O 1.467 -0.836 0.459
2 C 2.619 -0.705 -0.749
3 C 0.141 -0.979 -0.080
4 C -0.517 0.358 -0.330
5 C -2.036 0.273 -0.558
6 O -2.310 0.900 0.704
7 C -0.918 1.121 0.946
8 H 1.490 -0.065 1.044
9 H 3.404 -1.232 -0.180
10 H 2.831 0.374 -0.618
11 H -0.445 -1.596 0.613
12 H 0.342 -1.503 -1.013
13 H 0.045 0.927 -1.075
14 H -2.454 -0.741 -0.614
15 H -2.414 0.861 -1.402
16 H -0.656 2.185 0.962
17 H -0.590 0.657 1.890

Summary:
**LUMO energy**: 0.49 eV
**HOMO energy**: -0.281 hartree
**Electronic energy**: -346.7903 Ha
**Gap between HOMO and LUMO**: 8.14 eV
**ΔE to the lowest compared entry with this formula, charge and spin**: 6.397 eV

***

2.
The following is a DFT calculation (ωB97M-V/def2-TZVPD) of a single C5H10O2 molecule.

Positions of all 17 atoms, in Å:
1 O 2.748 -0.158 -0.632
2 C 1.668 -0.597 0.159
3 C 0.363 -0.486 -0.619
4 C -0.889 -0.978 0.137
5 C -1.711 0.304 0.375
6 C -0.681 1.407 0.136
7 O 0.145 0.902 -0.903
8 H 2.460 0.682 -1.017
9 H 1.583 -0.003 1.087
10 H 1.874 -1.632 0.449
11 H 0.497 -0.983 -1.585
12 H -0.614 -1.465 1.079
13 H -1.445 -1.709 -0.457
14 H -2.158 0.349 1.373
15 H -2.515 0.386 -0.363
16 H -0.093 1.600 1.048
17 H -1.105 2.355 -0.205

Summary:
**LUMO energy**: 1.00 eV
**HOMO energy**: -0.359 hartree
**Electronic energy**: -346.9761 Ha
**Gap between HOMO and LUMO**: 10.76 eV
**SMILES**: OC[C@H]1CCCO1
**ΔE to the lowest compared entry with this formula, charge and spin**: 1.343 eV